Record 1
The following is a quantum chemistry calculation of a molecular structure, C48H64HgN6O3S, from OMol25.

```
123
Properties=species:S:1:pos:R:3
Hg -19.967 1.730 -7.738
S -24.039 1.345 -11.442
O -17.986 -6.641 -13.146
O -22.718 1.385 -12.091
O -20.119 -6.209 -12.786
N -22.262 5.523 -9.432
N -18.899 -6.029 -12.532
N -17.089 -2.558 -8.627
N -19.644 -3.452 -8.410
N -23.002 4.110 -7.700
N -24.424 5.868 -8.498
C -12.956 3.961 -7.872
C -15.232 4.363 -10.819
C -14.761 5.187 -8.213
C -13.363 4.512 -6.582
C -15.093 7.094 -5.055
C -13.728 4.203 -10.353
C -24.967 -0.132 -9.352
C -19.955 -0.826 -6.019
C -21.381 2.588 -4.924
C -17.145 -5.153 -11.261
C -16.163 4.872 -4.881
C -18.524 -5.281 -11.454
C -20.916 1.176 -4.919
C -25.072 6.006 -7.206
C -16.644 -4.110 -10.436
C -21.574 -4.357 -9.566
C -21.127 1.164 -2.448
C -20.015 -1.547 -4.845
C -12.522 4.314 -5.355
C -20.967 -3.662 -8.547
C -20.820 -4.921 -10.548
C -21.013 4.727 -9.595
C -23.812 0.781 -9.726
C -25.547 -0.850 -10.653
C -13.005 2.967 -4.786
C -18.889 -4.013 -9.418
C -19.439 -4.711 -10.511
C -12.935 5.358 -10.937
C -22.351 6.835 -10.073
C -20.409 -0.913 -3.680
C -25.096 -0.119 -11.951
C -21.417 2.473 -2.493
C -11.049 4.096 -5.768
C -16.827 6.297 -6.748
C -17.546 -3.562 -9.425
C -15.621 5.846 -5.908
C -23.233 5.102 -8.491
C -21.740 3.139 -3.732
C -13.205 2.802 -10.778
C -14.994 -2.538 -9.728
C -20.379 0.516 -5.996
C -20.809 0.463 -3.675
C -15.871 -2.139 -8.687
C -13.795 4.389 -8.861
C -15.375 -3.514 -10.641
C -12.582 5.392 -4.331
C -25.293 5.714 -9.682
C -14.561 5.170 -6.830
H -12.279 2.619 -4.026
H -24.763 5.083 -10.415
H -23.764 3.992 -7.035
H -19.768 -2.587 -4.937
H -13.184 2.629 -11.851
H -21.249 3.767 -10.101
H -14.007 -2.138 -9.824
H -21.366 7.353 -10.029
H -21.623 3.028 -1.580
H -22.659 -4.319 -9.632
H -13.514 5.378 -3.776
H -12.431 6.375 -4.751
H -25.502 6.683 -10.203
H -14.679 -3.833 -11.403
H -24.693 -0.927 -8.646
H -24.547 -0.841 -12.656
H -13.783 1.976 -10.320
H -15.925 3.623 -10.413
H -15.395 5.857 -8.750
H -25.096 -1.887 -10.684
H -17.264 5.474 -7.311
H -25.801 0.465 -8.901
H -16.988 5.351 -4.369
H -26.263 5.218 -9.446
H -22.599 6.706 -11.180
H -15.306 4.305 -11.932
H -25.959 0.327 -12.501
H -15.416 4.631 -4.130
H -14.256 7.591 -5.582
H -25.794 6.822 -7.215
H -15.574 5.414 -10.660
H -16.677 7.105 -7.486
H -11.774 5.158 -3.603
H -19.689 -1.271 -6.928
H -24.285 6.173 -6.474
H -22.851 0.319 -9.594
H -12.186 2.670 -10.483
H -10.349 4.019 -4.910
H -13.149 2.200 -5.566
H -23.870 1.767 -9.220
H -11.935 5.572 -10.471
H -21.404 3.160 -5.868
H -10.881 3.184 -6.359
H -26.645 -0.963 -10.578
H -20.355 5.253 -10.252
H -22.121 4.158 -3.758
H -21.585 -3.196 -7.767
H -13.433 6.317 -10.795
H -20.498 4.582 -8.576
H -21.179 -5.475 -11.427
H -15.624 -1.439 -7.920
H -13.967 3.003 -4.230
H -21.033 0.643 -1.496
H -23.124 7.486 -9.637
H -17.578 6.687 -6.030
H -20.304 -1.466 -2.746
H -16.532 3.918 -5.282
H -16.398 -5.693 -11.883
H -15.923 7.786 -4.942
H -12.717 5.264 -12.001
H -25.508 5.054 -6.891
H -10.791 4.974 -6.365
H -12.103 3.343 -8.020
H -14.768 6.836 -4.031
```

Output
2S+1 = 2
Energy relative to the best compared isomer or geometry (same formula, charge and spin) = 13.8 kcal/mol
Net charge = -1
E_LUMO (alpha / beta) = -0.0094 / -0.0094 hartree
HOMO-LUMO gap (alpha / beta) = 2.08 / 2.08 eV


Record 2
The following is a quantum chemistry calculation of a molecular structure, C48H65FeGeP3Si, from OMol25.

```
119
Properties=species:S:1:pos:R:3
Ge -0.255 0.161 -2.277
Fe 0.033 -0.118 0.068
P -1.076 1.654 0.802
P 2.175 0.323 0.068
P -0.961 -2.303 0.583
Si 0.133 -0.404 2.304
C 3.362 3.029 -0.153
C -0.232 -4.711 3.864
C -3.766 -2.106 -0.312
C -0.091 3.697 -4.751
C 0.713 -4.354 -0.295
C -0.009 4.278 0.274
C -0.504 -3.565 -0.753
C 0.172 2.837 -3.656
C -1.206 3.359 -5.556
C -3.455 1.447 -0.757
C 3.917 1.228 2.150
C 0.299 -2.934 -5.368
C -0.698 1.795 -3.343
C 0.309 -3.781 4.750
C 1.728 0.433 2.831
C 2.830 1.813 -0.948
C 2.009 -1.226 -5.585
C 3.843 1.502 -2.124
C -0.384 3.903 2.667
C 0.594 -2.471 4.312
C -2.826 -2.534 0.831
C -2.163 2.379 -5.222
C 0.486 -1.071 -3.680
C -3.542 1.740 4.152
C 0.220 -2.128 3.015
C -0.093 3.182 1.362
C 4.269 1.465 3.453
C -2.887 0.766 4.886
C -1.353 0.408 3.051
C 1.998 0.745 4.154
C 3.294 1.227 4.425
C 3.166 -1.769 -1.634
C -1.750 0.160 4.365
C -0.589 -4.383 2.571
C -3.099 2.084 2.865
C 2.607 0.800 1.814
C 1.577 -0.615 -4.380
C -3.113 3.767 0.139
C -3.328 -2.020 2.209
C -0.138 -2.254 -4.168
C -2.033 1.356 2.301
C -0.375 -3.062 2.181
C 3.440 -1.034 -0.319
C -2.375 2.463 -0.315
C 3.659 -2.122 0.742
C -1.718 -4.485 -1.075
C -1.981 1.671 -4.001
C 1.295 -2.351 -6.135
H -2.822 -3.609 0.821
H 2.831 -2.839 0.709
H -1.291 -0.636 4.991
H 4.382 2.861 0.260
H -1.043 4.743 0.264
H 3.397 1.015 -2.999
H -3.026 2.132 -5.851
H -4.410 2.272 4.593
H 0.505 4.567 -4.926
H 1.218 0.555 4.906
H 0.363 -4.067 5.831
H 1.511 -3.643 -0.176
H 1.041 3.027 -3.015
H 0.114 3.902 -0.772
H -0.121 -3.882 -5.582
H -2.056 -5.224 -0.341
H -0.151 -2.934 -1.633
H -1.017 -2.694 -3.711
H -1.697 -0.428 -2.299
H -1.321 4.005 -6.452
H 0.439 4.591 2.893
H 3.214 -1.091 -2.490
H 5.318 1.774 3.696
H 2.148 -2.201 -1.705
H 2.844 -0.797 -6.104
H 1.878 2.235 -1.410
H 1.618 -2.866 -7.048
H -2.710 4.182 1.039
H 0.931 -5.072 -1.100
H -2.736 -2.342 3.061
H 4.564 -2.775 0.489
H -4.162 3.478 0.356
H 0.816 4.998 0.446
H -2.605 -3.849 -1.247
H -3.301 -1.454 -1.078
H -4.576 -1.539 0.197
H 3.884 -1.706 1.724
H 0.919 2.745 1.432
H 1.167 -1.860 5.021
H -1.106 -5.062 1.923
H -1.793 2.761 -1.240
H 2.711 3.241 0.722
H 4.362 -0.490 -0.476
H 3.338 3.926 -0.842
H -0.376 3.218 3.523
H -3.560 2.936 2.385
H -1.434 -4.988 -2.037
H 0.529 -4.889 0.645
H 4.628 1.299 1.337
H -1.327 4.440 2.631
H 4.220 2.433 -2.480
H -3.020 0.611 -1.249
H -4.368 -2.406 2.318
H -2.736 0.941 -3.626
H -4.324 -2.863 -0.900
H 2.074 0.320 -4.058
H -4.005 1.005 0.103
H -4.130 1.948 -1.492
H -3.374 -0.944 2.189
H 4.679 0.868 -1.827
H -0.438 -5.689 4.222
H -3.114 0.547 5.899
H 3.536 1.392 5.503
H -3.053 4.575 -0.614
H 3.895 -2.576 -1.729
```

Output
2S+1 = 5
Net charge = +2
E_LUMO (alpha / beta) = -0.1925 / -0.3142 hartree
HOMO-LUMO gap (alpha / beta) = 8.16 / 4.96 eV


Record 3
The following is a quantum chemistry calculation of 12 unconnected molecules or ions with the total composition C48H66N12, from OMol25.

```
126
Properties=species:S:1:pos:R:3
N 3.008 -1.696 4.496
N 1.060 0.340 0.187
N -5.912 0.950 1.878
N -1.725 -3.639 3.089
N 2.464 4.212 0.867
N -4.992 1.056 -1.366
N 0.577 -6.042 -3.908
N 6.556 -2.525 -0.408
N -2.213 3.989 1.985
N -4.062 -3.431 -0.608
N -0.119 3.393 -1.028
N 3.770 -0.008 -1.216
C 4.217 5.384 1.637
C -1.011 -0.427 -0.136
C -3.258 3.654 1.142
C 0.165 5.482 -1.885
C 5.542 3.192 -1.573
C -4.496 -0.692 2.039
C -2.138 5.361 2.014
C 2.322 -1.015 3.538
C -1.095 0.641 0.713
C 3.164 3.360 1.648
C 6.858 2.687 -1.097
C -5.576 -0.287 1.341
C 4.221 4.088 2.130
C -6.035 -2.959 -1.577
C -4.043 1.271 -1.958
C 4.691 2.162 -2.368
C 5.570 -3.016 -0.730
C 3.423 -3.931 1.252
C 1.274 4.706 -2.206
C -0.557 4.716 -0.961
C 4.210 0.947 -1.691
C -2.242 -4.669 2.345
C 3.090 5.403 0.783
C -0.344 -4.226 -3.015
C -4.170 0.316 2.978
C -1.732 -4.757 1.058
C 0.313 -0.564 -0.524
C -3.123 5.825 1.166
C 1.579 -5.167 -3.735
C -0.855 -2.972 2.237
C -2.266 -0.850 -3.436
C -0.575 -5.519 -3.411
C 1.050 3.468 -1.717
C -5.953 -4.334 -1.553
C 2.843 -1.104 5.742
C -3.818 4.792 0.605
C 3.187 -3.246 -0.146
C -4.856 -2.384 -1.092
C 4.259 -3.611 -1.137
C -4.760 -4.570 -0.879
C -5.030 1.304 2.860
C -2.615 0.544 -3.940
C 0.219 1.027 0.958
C -0.870 -3.647 1.004
C -2.869 1.528 -2.800
C 1.860 -0.161 5.567
C 1.074 -3.995 -3.117
C 1.632 -0.019 4.161
H -0.158 -3.371 0.241
H -6.846 -2.418 -2.044
H 3.888 -3.116 -2.035
H 1.394 0.508 6.274
H -3.889 -1.529 1.729
H 4.932 3.667 -0.803
H -1.941 1.109 1.194
H -2.787 -5.428 2.887
H -3.176 -3.263 -0.156
H -0.267 -2.123 2.550
H 2.271 -1.345 2.512
H -1.347 5.837 2.573
H 2.914 2.312 1.703
H -1.878 -5.632 0.444
H -4.421 -1.401 -1.007
H 0.786 -1.255 -1.204
H 3.276 -1.519 6.639
H 7.428 2.146 -1.851
H -1.232 -0.892 -3.091
H 7.410 3.512 -0.646
H -6.744 1.441 1.591
H -5.171 2.221 3.411
H 0.620 1.840 1.547
H 2.028 0.606 0.082
H 6.762 2.015 -0.243
H -1.880 -0.923 -0.542
H -0.005 6.511 -2.164
H 2.678 -3.607 1.976
H -6.693 -5.048 -1.876
H 1.572 2.560 -1.986
H 5.286 1.868 -3.234
H -1.553 -5.976 -3.389
H 2.177 -3.541 -0.432
H 1.640 3.977 0.331
H -6.202 -0.701 0.567
H 3.513 -2.551 4.324
H 1.013 0.705 3.653
H -1.730 -3.554 4.093
H 5.698 4.069 -2.205
H -2.330 -1.614 -4.210
H -3.255 6.873 0.943
H -1.637 3.402 2.568
H 2.095 4.924 -2.873
H -1.857 0.980 -4.591
H 4.969 3.744 2.830
H 3.215 -2.168 0.014
H -1.489 4.756 -0.415
H -3.498 2.611 1.001
H -1.069 -3.621 -2.490
H 4.470 -3.748 1.494
H -0.501 2.606 -0.523
H 4.838 6.225 1.901
H -3.295 0.380 3.609
H -3.519 0.373 -4.525
H 0.764 -6.958 -4.286
H 3.384 -5.006 1.072
H -2.953 -1.049 -2.614
H 2.572 -5.353 -4.115
H 3.849 2.742 -2.747
H -2.723 2.552 -3.143
H 4.354 -4.685 -1.294
H -4.261 -5.429 -0.454
H -4.694 4.914 -0.013
H 2.703 6.229 0.208
H -2.018 1.396 -2.127
H 1.631 -3.116 -2.831
```

Output
SMILES = c1cc[nH]c1.c1cc[nH]c1.c1cc[nH]c1.c1cc[nH]c1.c1cc[nH]c1.c1cc[nH]c1.c1cc[nH]c1.c1cc[nH]c1.c1cc[nH]c1.CCCC#N.CCCC#N.CCCC#N
E_LUMO = 0.0193 hartree
HOMO-LUMO gap = 8.20 eV


Record 4
The following is a quantum chemistry calculation of 12 unconnected molecules or ions with the total composition C48H66N6O6, from OMol25.

```
126
Properties=species:S:1:pos:R:3
O 12.140 6.526 25.106
O 3.684 0.515 33.951
O 2.405 8.271 23.313
O 6.835 1.679 23.689
O 5.832 8.311 30.005
O 4.065 0.341 29.084
N -1.013 7.105 31.264
N 0.682 -7.263 26.934
N 10.383 -4.949 26.588
N -2.419 -1.022 29.751
N 11.539 8.283 33.519
N 2.191 -2.208 21.164
C 2.042 -1.489 22.300
C 2.922 -3.379 21.264
C -2.508 0.995 28.433
C 6.190 9.436 29.694
C 10.074 5.938 26.299
C 12.535 5.752 34.334
C 4.673 1.415 28.893
C 10.833 7.107 33.419
C 0.120 7.263 30.547
C 1.747 -8.081 27.016
C 9.258 -4.359 27.070
C 11.259 5.832 33.747
C 1.780 -5.766 28.503
C 2.749 5.931 22.753
C 10.910 6.400 25.073
C 10.519 -2.537 28.072
C -2.196 8.381 29.567
C -1.019 8.466 28.869
C 11.603 -4.337 26.851
C 6.283 9.849 28.276
C 6.149 1.608 29.365
C 2.474 -1.507 33.873
C 12.791 8.137 34.064
C -2.069 -0.325 28.642
C 0.180 7.902 29.327
C -3.722 0.861 30.528
C 3.321 -3.035 23.624
C 11.678 -3.115 27.582
C 2.576 0.012 33.808
C 2.695 7.464 22.444
C 6.730 1.352 21.321
C 2.898 -6.652 28.515
C 2.900 -7.812 27.809
C -2.131 7.661 30.773
C 6.421 10.519 30.743
C 0.721 -6.104 27.619
C 13.299 6.889 34.474
C 1.326 0.892 33.542
C 7.794 -0.374 22.944
C 2.969 7.968 21.043
C -3.213 -0.424 30.680
C 3.403 -3.869 22.487
C 10.117 6.461 23.828
C 2.595 -1.870 23.516
C 9.269 -3.174 27.796
C -3.335 1.609 29.410
C 7.102 0.965 22.744
C 3.981 2.494 28.101
H 10.620 4.981 33.563
H 0.536 0.818 34.290
H 2.998 2.616 28.556
H 3.609 5.612 23.343
H 6.396 2.388 21.265
H 8.611 -0.413 22.224
H -1.331 -0.768 27.991
H 3.775 -8.443 27.875
H 1.749 -8.939 26.360
H 7.478 10.769 30.647
H 6.037 0.629 20.889
H 4.602 3.389 28.102
H 6.151 2.550 29.912
H 8.356 -4.950 27.012
H 1.843 -4.824 29.028
H 12.758 4.742 34.647
H 3.900 -4.821 22.598
H 3.083 9.052 21.026
H 2.694 5.325 21.849
H 1.896 5.639 23.367
H -2.960 7.607 31.464
H 6.780 1.848 28.510
H 3.658 -3.416 24.577
H 5.704 10.753 28.084
H 7.171 -1.257 22.802
H 10.806 6.503 22.985
H 13.274 9.074 34.299
H 8.322 -0.324 23.897
H 10.568 6.330 27.188
H 2.485 -1.202 24.358
H 9.842 7.344 33.060
H 14.293 6.819 34.890
H 1.593 -0.508 22.248
H 9.501 7.360 23.836
H 6.440 0.807 30.045
H 9.105 6.426 26.196
H 12.483 -4.835 26.472
H 6.300 10.294 31.803
H 0.983 6.777 30.977
H -4.392 1.274 31.268
H 10.629 -1.642 28.666
H 9.915 4.861 26.328
H 5.924 9.130 27.540
H 7.330 9.969 27.999
H -1.065 8.943 27.901
H 12.628 -2.651 27.802
H -3.561 -1.062 31.478
H 7.628 1.323 20.704
H 2.079 7.622 20.516
H -0.198 -5.538 27.628
H 2.991 -3.896 20.318
H 5.733 11.333 30.519
H -2.161 1.502 27.544
H -3.045 8.909 29.157
H 1.055 7.989 28.700
H 3.309 -2.041 33.420
H 2.362 -1.832 34.907
H 3.755 7.430 20.514
H 9.497 5.566 23.792
H 1.620 1.940 33.487
H 0.903 0.589 32.584
H 3.801 2.229 27.059
H 8.383 -2.872 28.336
H 1.592 -1.885 33.356
H 3.742 -6.452 29.160
H -3.632 2.632 29.231
```

Output
SMILES = c1ccncc1.c1ccncc1.c1ccncc1.c1ccncc1.c1ccncc1.c1ccncc1.CC(C)=O.CC(C)=O.CC(C)=O.CC(C)=O.CC(C)=O.CC(C)=O
Energy relative to the best compared isomer or geometry (same formula, charge and spin) = 39.1 kcal/mol
E_LUMO = 0.0008 hartree
HOMO-LUMO gap = 9.48 eV